[1]
{"formula": "C42H79F4NO16", "method": "wB97M-V/def2-TZVPD", "spin_multiplicity": 1, "species": ["C", "C", "O", "C", "C", "O", "C", "C", "O", "C", "C", "O", "N", "C", "O", "F", "C", "C", "O", "C", "F", "F", "F", "O", "C", "C", "C", "C", "C", "C", "C", "C", "C", "C", "C", "C", "C", "O", "C", "H", "H", "H", "H", "H", "H", "H", "H", "H", "H", "H", "H", "H", "H", "H", "H", "H", "H", "H", "H", "H", "H", "H", "H", "H", "H", "H", "H", "H", "H", "H", "H", "H", "H", "H", "H", "H", "H", "H", "H", "H", "H", "H", "H", "H", "H", "H", "O", "C", "O", "C", "C", "C", "H", "H", "H", "H", "H", "H", "H", "H", "O", "C", "O", "C", "C", "C", "H", "H", "H", "H", "H", "H", "H", "H", "O", "C", "O", "C", "C", "C", "H", "H", "H", "H", "H", "H", "H", "H", "O", "C", "O", "C", "C", "C", "H", "H", "H", "H", "H", "H", "H", "H"], "xyz": [[-2.00, 0.25, 3.16], [-1.42, 1.42, 3.95], [-0.59, 2.20, 3.09], [0.55, 2.77, 3.70], [1.63, 2.94, 2.64], [1.58, 4.25, 2.11], [2.55, 5.16, 2.56], [2.49, 6.31, 1.59], [2.51, 5.79, 0.29], [1.46, 6.18, -0.57], [2.09, 6.41, -1.93], [1.99, 5.70, -2.90], [2.93, 7.63, -2.01], [2.22, 8.81, -2.30], [2.70, 9.89, -2.53], [0.88, 8.61, -2.34], [0.37, 5.14, -0.50], [-0.94, 5.61, -1.12], [-1.89, 5.75, -0.06], [-3.14, 6.10, -0.42], [-4.00, 5.78, 0.58], [-3.25, 7.44, -0.64], [-3.56, 5.48, -1.56], [0.77, 3.90, -1.01], [0.29, 2.89, -0.13], [0.50, 1.47, -0.63], [0.67, 0.59, 0.61], [0.39, -0.90, 0.36], [-0.74, -1.43, 1.27], [-1.57, -2.55, 0.60], [-1.75, -3.78, 1.52], [-3.04, -3.64, 2.31], [-3.49, -4.89, 3.05], [-4.92, -4.70, 3.53], [-5.32, -5.60, 4.71], [-6.16, -4.87, 5.75], [-7.47, -4.35, 5.17], [-7.31, -3.02, 4.71], [-7.80, -2.76, 3.42], [-1.56, -0.69, 3.45], [-1.81, 0.41, 2.10], [-3.07, 0.16, 3.33], [-0.85, 1.03, 4.79], [-2.23, 2.03, 4.31], [0.29, 3.78, 4.03], [0.90, 2.19, 4.54], [1.38, 2.26, 1.83], [2.61, 2.67, 3.01], [3.54, 4.71, 2.59], [2.27, 5.54, 3.54], [1.60, 6.89, 1.82], [3.38, 6.92, 1.74], [1.01, 7.13, -0.28], [3.35, 7.76, -1.10], [0.20, 5.00, 0.56], [-0.83, 6.53, -1.67], [-1.24, 4.84, -1.82], [-0.78, 3.04, 0.05], [0.82, 2.98, 0.81], [-0.37, 1.15, -1.19], [1.37, 1.43, -1.27], [1.68, 0.74, 0.97], [0.01, 0.98, 1.37], [1.29, -1.44, 0.62], [0.13, -1.07, -0.67], [-1.40, -0.62, 1.53], [-0.29, -1.81, 2.18], [-2.56, -2.14, 0.40], [-1.14, -2.85, -0.34], [-0.90, -3.83, 2.18], [-1.81, -4.65, 0.87], [-3.83, -3.36, 1.61], [-2.93, -2.82, 3.01], [-2.87, -5.01, 3.94], [-3.37, -5.77, 2.43], [-5.01, -3.65, 3.80], [-5.59, -4.84, 2.69], [-5.88, -6.46, 4.36], [-4.40, -5.95, 5.17], [-5.61, -4.05, 6.20], [-6.40, -5.57, 6.55], [-8.22, -4.33, 5.96], [-7.78, -5.02, 4.38], [-7.14, -2.03, 2.95], [-7.81, -3.64, 2.79], [-8.80, -2.33, 3.45], [-5.63, -5.85, 0.17], [-5.45, -5.16, -0.79], [-5.11, -3.87, -0.60], [-4.66, -3.01, -1.65], [-5.80, -2.38, -2.42], [-5.65, -5.67, -2.19], [-3.97, -3.55, -2.31], [-4.08, -2.24, -1.16], [-6.42, -3.13, -2.92], [-5.41, -1.69, -3.17], [-6.45, -1.83, -1.74], [-6.71, -5.62, -2.43], [-5.33, -6.71, -2.22], [-5.09, -5.13, -2.95], [0.49, -2.65, 2.24], [1.44, -2.01, 2.58], [2.62, -2.64, 2.76], [3.85, -1.94, 3.00], [4.03, -1.60, 4.46], [1.34, -0.53, 2.87], [3.92, -1.06, 2.35], [4.63, -2.63, 2.68], [3.25, -0.92, 4.82], [5.00, -1.13, 4.62], [3.98, -2.50, 5.07], [0.96, -0.40, 3.89], [0.63, -0.09, 2.17], [2.27, 0.02, 2.77], [3.34, -0.61, -2.63], [3.68, 0.05, -3.56], [4.11, 1.31, -3.33], [4.68, 2.14, -4.34], [3.62, 2.86, -5.14], [3.56, -0.44, -4.98], [5.37, 1.58, -4.97], [5.28, 2.87, -3.79], [2.99, 2.17, -5.69], [4.08, 3.55, -5.85], [2.97, 3.44, -4.48], [2.54, -0.29, -5.32], [3.79, -1.50, -5.00], [4.24, 0.04, -5.68], [5.13, -3.47, -6.87], [6.24, -3.03, -6.89], [6.46, -1.82, -6.34], [7.76, -1.26, -6.15], [8.27, -0.56, -7.39], [7.38, -3.76, -7.57], [8.45, -2.02, -5.78], [7.64, -0.54, -5.34], [8.39, -1.26, -8.22], [9.24, -0.10, -7.20], [7.57, 0.21, -7.70], [7.34, -3.54, -8.63], [7.23, -4.82, -7.41], [8.36, -3.50, -7.19]]}



[2]
{"formula": "C2H8Cl2NSi", "method": "wB97M-V/def2-TZVPD", "total_charge": 1, "spin_multiplicity": 1, "species": ["C", "C", "N", "Si", "Cl", "Cl", "H", "H", "H", "H", "H", "H", "H", "H"], "xyz": [[1.66, 0.22, -1.82], [0.08, -0.23, 1.18], [-1.33, 0.03, 1.67], [0.02, -0.18, -0.91], [-1.48, 1.37, -1.05], [-0.91, -1.86, -1.32], [1.55, 0.14, -2.87], [1.92, 1.26, -1.58], [2.34, -0.55, -1.67], [0.69, -1.05, 1.56], [0.44, 0.70, 1.62], [-1.85, -0.69, 1.19], [-1.76, 0.96, 1.35], [-1.38, -0.12, 2.63]]}



[3]
{"formula": "C12H19BO", "method": "wB97M-V/def2-TZVPD", "spin_multiplicity": 1, "species": ["B", "C", "C", "C", "C", "C", "C", "C", "C", "C", "C", "C", "C", "O", "H", "H", "H", "H", "H", "H", "H", "H", "H", "H", "H", "H", "H", "H", "H", "H", "H", "H", "H"], "xyz": [[0.81, -0.68, 0.37], [-2.56, -0.79, 2.97], [-2.84, -0.48, 1.69], [-1.21, -1.20, 3.37], [-1.83, -0.63, 0.61], [-0.25, -1.27, 2.48], [-0.37, -0.78, 1.14], [3.17, 0.18, 0.86], [2.89, -1.62, -0.75], [-0.49, 2.54, -1.65], [-1.82, 1.20, -3.24], [2.22, -0.41, -0.20], [-0.50, 1.37, -2.61], [0.51, 0.70, -2.78], [-3.35, -0.60, 3.77], [-3.87, -0.22, 1.40], [-1.09, -1.68, 4.37], [-1.97, -1.46, -0.21], [0.70, -1.81, 2.75], [3.35, -0.50, 1.64], [2.84, 1.15, 1.27], [4.25, 0.35, 0.46], [4.00, -1.54, -0.91], [2.76, -2.48, -0.07], [2.38, -1.99, -1.64], [-1.47, 3.06, -1.53], [-0.08, 2.26, -0.71], [0.21, 3.28, -1.94], [-2.54, 2.08, -3.22], [-2.30, 0.57, -2.54], [-1.70, 0.74, -4.14], [2.07, 0.35, -1.03], [-1.93, 0.30, 0.01]]}



[4]
{"formula": "C3H10N3O", "method": "wB97M-V/def2-TZVPD", "total_charge": 1, "spin_multiplicity": 1, "species": ["C", "C", "C", "N", "N", "N", "O", "H", "H", "H", "H", "H", "H", "H", "H", "H", "H"], "xyz": [[0.91, 1.67, -0.56], [1.17, -0.83, -0.29], [1.53, -1.07, 0.96], [-0.09, 1.71, 0.25], [0.69, -1.67, -1.30], [-2.51, 0.21, 0.56], [1.36, 0.52, -0.89], [1.44, 2.50, -0.99], [1.62, -2.11, 1.28], [1.87, -0.37, 1.70], [-0.32, 2.49, 0.80], [-0.60, 0.85, 0.53], [0.79, -2.59, -1.24], [0.83, -1.33, -2.27], [-3.03, 0.18, -0.32], [-3.31, 0.64, 1.07], [-2.36, -0.81, 0.72]]}



[5]
{"formula": "C6H6BrNO", "method": "wB97M-V/def2-TZVPD", "spin_multiplicity": 1, "species": ["C", "C", "C", "C", "C", "C", "N", "O", "Br", "H", "H", "H", "H", "H", "H"], "xyz": [[-0.88, -1.35, -0.44], [-1.11, 0.99, 0.07], [0.48, -1.45, -0.55], [0.12, 1.20, 0.20], [1.29, 1.96, 0.24], [-1.60, -0.49, 0.44], [1.18, -0.87, 0.38], [2.04, 1.99, -0.69], [3.04, -0.71, 0.21], [-1.44, -1.89, -1.23], [-1.70, 1.70, -0.43], [0.92, -2.18, -1.17], [1.52, 2.44, 1.13], [-2.76, -0.71, 0.41], [-1.10, -0.62, 1.43]]}



[6]
{"formula": "C3H5NO2", "method": "wB97M-V/def2-TZVPD", "spin_multiplicity": 1, "species": ["O", "N", "C", "C", "O", "C", "H", "H", "H", "H", "H"], "xyz": [[2.25, -0.81, -0.01], [1.49, 0.08, 0.75], [0.36, 0.20, 0.21], [-0.80, 1.06, 0.55], [-1.68, 0.06, 0.00], [-0.60, -0.73, -0.51], [1.92, -0.56, -0.89], [-0.86, 1.99, -0.03], [-0.91, 1.26, 1.61], [-0.56, -1.74, -0.07], [-0.62, -0.81, -1.60]]}



[7]
{"formula": "C6H9ClO", "method": "wB97M-V/def2-TZVPD", "spin_multiplicity": 3, "species": ["C", "C", "C", "C", "C", "C", "O", "Cl", "H", "H", "H", "H", "H", "H", "H", "H", "H"], "xyz": [[-0.54, -1.03, 0.43], [-0.55, -2.31, 0.53], [-0.03, 0.22, 0.76], [-1.05, 0.07, -0.36], [-0.79, 0.55, -1.76], [1.47, 0.52, 0.58], [1.68, 1.94, 0.54], [-2.66, 0.61, 0.16], [-1.32, -2.95, 0.13], [-0.21, -2.87, 1.38], [-0.31, 0.80, 1.78], [-0.92, -0.26, -2.36], [0.27, 0.79, -1.79], [-1.23, 1.38, -2.12], [1.80, 0.18, -0.31], [2.06, 0.03, 1.34], [2.32, 2.33, 1.05]]}



[8]
{"formula": "C2H5FS2", "method": "wB97M-V/def2-TZVPD", "spin_multiplicity": 1, "species": ["C", "C", "F", "S", "S", "H", "H", "H", "H", "H"], "xyz": [[-1.05, 0.33, 0.28], [0.25, 0.04, 0.94], [0.90, 1.61, 0.33], [0.54, -1.15, -1.81], [1.24, -1.22, 0.16], [-0.95, 0.78, -0.66], [-1.68, -0.55, 0.24], [-1.59, 0.92, 0.88], [0.65, -0.01, 1.99], [1.68, -0.75, -2.33]]}



Number 1: maximum force 11.76 eV/Å, electronic energy -3305.452558 Ha. Number 2: maximum force 3.63 eV/Å, electronic energy -1345.467850 Ha. Number 3: maximum force 2.76 eV/Å, electronic energy -568.597176 Ha. Number 4: maximum force 5.76 eV/Å, electronic energy -359.527660 Ha. Number 5: maximum force 3.41 eV/Å, electronic energy -2936.018673 Ha. Number 6: maximum force 1.17 eV/Å, electronic energy -322.414251 Ha. Number 7: maximum force 6.05 eV/Å, electronic energy -769.133967 Ha. Number 8: maximum force 4.47 eV/Å, electronic energy -975.373268 Ha.